Record 1
Formula: C5H8FHgO4
Source: OMol25
Level of theory: ωB97M-V with the def2-TZVPD basis set

Cartesian coordinates (Å):
C -1.63913 5.58551 2.45618
H -2.27416 5.61631 1.55697
O -0.40574 3.65239 1.67451
O 4.02821 -0.04772 0.63758
F 1.11509 1.88578 3.01195
H 2.55208 3.71196 1.88326
C -0.28538 4.95907 2.13529
O 1.96459 0.45070 1.30970
C 3.23291 0.71337 1.17645
C 2.40967 2.84059 1.23685
H 0.42805 1.76631 0.87598
H 0.34504 4.99931 3.05333
C 1.18260 2.02559 1.63570
H -1.51708 6.61580 2.82747
Hg 3.54049 -2.50153 0.36729
O 3.53816 1.98061 1.41321
H 0.23013 5.60816 1.39033
H -2.16316 4.99956 3.22692
H 2.35273 3.12847 0.18078

Calculated values
Charge: 0
HOMO level (alpha / beta) (eV): -7.5 / -7.5
E (eV): -20392.9301
Kohn-Sham gap (alpha / beta) (eV): 7.77 / 4.41
2S+1: 2



Record 2
Formula: C8HF5MgN9S
Source: OMol25
Level of theory: ωB97M-V with the def2-TZVPD basis set

Cartesian coordinates (Å):
Mg 0.95192 0.22255 -0.00015
C -4.06184 -2.17815 0.00012
N -0.37867 2.96764 -0.00020
C -1.98973 -1.01985 0.00002
C -1.23381 -2.18102 -0.00009
C 3.64568 1.54755 0.00007
F -1.35076 -4.54329 -0.00020
H 3.73477 3.58955 0.00009
F -1.33710 0.17446 0.00002
N 2.93421 0.41841 0.00001
N 5.03609 -0.03194 0.00017
N 3.87573 -0.57247 0.00007
F -4.02852 0.17398 0.00024
C -3.36856 -0.98328 0.00013
N 3.09755 2.81354 0.00004
S 0.51817 -2.15836 -0.00021
C -3.35578 -3.36690 0.00001
C -1.97327 -3.36045 -0.00010
C 1.75336 3.11238 -0.00006
F -4.02390 -4.52517 -0.00001
N -0.04938 4.20324 -0.00016
N 4.94156 1.32208 0.00017
N 1.29793 4.34784 -0.00008
F -5.39895 -2.18430 0.00021
N 0.76332 2.21195 -0.00014

Calculated values
Charge: -1
HOMO level (eV): -5.6
E (eV): -51593.7573
Kohn-Sham gap (eV): 7.86



Record 3
Formula: C8H8BF3N2OSSeTi
Source: OMol25
Level of theory: ωB97M-V with the def2-TZVPD basis set

Cartesian coordinates (Å):
N -0.11283 1.49080 -1.97110
H 3.80241 0.41595 -2.26063
H 4.78160 1.23149 1.83506
C 4.18029 0.91086 -0.20073
H 3.83772 -3.45690 -0.29460
C 6.05800 -0.17233 0.81857
O -0.21538 2.35432 0.32122
H 3.91201 -2.85466 1.64350
H 2.40737 -4.06706 1.00915
C 2.36664 -1.95074 0.35516
S -0.71906 2.55644 -1.11354
F -1.00838 -1.10254 -0.85072
F -1.12242 -1.08383 1.32681
F -2.21001 0.39960 0.19158
Se 2.71773 2.11977 -0.02704
C 5.50408 -0.63163 -1.47476
C -1.04743 -0.28837 0.25795
B 3.20255 -3.19381 0.71259
N 1.73850 -1.00372 0.08312
C 4.98933 0.71288 0.90879
Ti 0.79686 0.65588 -0.32749
H 6.68454 -0.34222 1.68458
C 6.31316 -0.84394 -0.36592
H 5.69964 -1.16039 -2.39877
H 7.13758 -1.54202 -0.42414
C 4.43441 0.24785 -1.39767

Calculated values
Charge: 0
HOMO level (eV): -9.2
E (eV): -121577.5390
Kohn-Sham gap (eV): 6.43



Record 4
Formula: C11H14
Source: OMol25
Level of theory: ωB97M-V with the def2-TZVPD basis set

Cartesian coordinates (Å):
H 0.29106 -1.93847 2.10653
C -1.63911 1.32575 -0.34724
H 2.87619 -2.56501 0.27936
C -0.64317 0.24011 0.15001
H 1.85379 -1.71285 -1.66760
C -1.37328 2.78380 -0.75487
H -0.34845 2.99453 -0.91872
H 0.53746 -3.05400 0.71605
H -2.55815 2.58359 1.15985
C 2.62618 -1.51053 0.28432
H -1.59943 -0.80135 1.88757
C 0.49089 -2.05247 1.04213
H -0.93419 0.07595 -2.10812
C 1.26028 -0.95580 0.44595
H 3.35435 -0.92359 0.77774
C -1.66536 2.42314 0.68990
H -2.32697 -1.42908 0.43639
C -0.52206 0.69078 -1.26482
H 0.42666 1.01522 -1.53251
H -0.83079 2.55077 1.36710
C -1.44354 -0.86353 0.77212
C -0.22353 -1.21631 0.02778
C 2.01309 -0.93033 -0.91121
H 2.40954 -0.01483 -1.15714
H -2.03149 3.28450 -1.48059

Calculated values
Charge: 0
HOMO level (eV): -6.1
E (eV): -11612.9933
Kohn-Sham gap (eV): 5.38
SMILES: C1[C@@]2(C[C@]23CC3)[C@@]12C[C@]21CC1



Record 5
Formula: C7H11O2P
Source: OMol25
Level of theory: ωB97M-V with the def2-TZVPD basis set

Cartesian coordinates (Å):
H 2.06737 0.84896 2.96369
H -0.32008 -1.62198 1.52278
O -1.39052 0.46616 1.64581
H -2.48872 1.72984 2.77419
C -2.35132 1.48113 1.77568
H -3.40404 1.34015 1.33123
C 0.16655 0.26402 -3.02780
H -1.22037 -0.81849 -2.01494
H -0.47851 1.04422 -3.36760
C -0.13140 -0.71639 -2.19617
P -0.60917 0.19704 0.25649
C 0.72383 -1.80225 -1.65812
H 3.12357 0.68159 1.35348
C 0.08099 -1.34683 0.52856
H 1.13546 0.53701 -3.46799
C 0.68143 -2.26562 -0.42744
H -1.98422 2.48218 1.20747
O 1.46836 1.73123 1.20715
H 1.33972 -2.93019 0.00526
C 2.24533 1.11253 1.90128
H 1.34575 -2.41429 -2.31300

Calculated values
Charge: 0
HOMO level (eV): -7.7
E (eV): -20816.4840
Kohn-Sham gap (eV): 7.83
SMILES: C=C/C=C\C=P\OC.C=O



Record 6
Formula: C3H11N3
Source: OMol25
Level of theory: ωB97M-V with the def2-TZVPD basis set

Cartesian coordinates (Å):
H -0.55257 -0.80719 2.62034
N -1.46497 1.12200 -0.61585
H -1.39563 -0.79871 -1.29753
H 0.69557 0.51356 -2.06454
H 1.81188 0.38436 0.76704
C -0.80849 -0.14972 -0.62564
H 2.82808 -0.19404 -0.61871
N -0.42623 -0.71206 0.55578
H -1.99216 -0.11030 1.83580
H -0.53364 0.84681 2.03765
H 1.98941 -1.37690 0.40527
H -0.97333 1.82818 -0.08492
C -0.89664 -0.17304 1.80028
H -1.77737 1.46362 -1.51391
N 0.74740 -0.26446 -1.40498
H 0.79434 -1.20097 -1.79907
C 1.95434 -0.37116 0.00298

Calculated values
Charge: 0
HOMO level (eV): -6.3
E (eV): -7755.3955
Kohn-Sham gap (eV): 7.09



Record 7
Formula: C16H27BF4FeN2O8PSe
Source: OMol25
Level of theory: ωB97M-V with the def2-TZVPD basis set

Cartesian coordinates (Å):
C -2.88561 3.15971 -0.88257
Se 0.45268 3.59715 2.36264
C 0.21663 -3.64361 2.15538
O 1.91067 -0.24168 2.20981
H 0.92624 -4.47133 2.25014
H 0.70180 -1.00108 -1.42965
H 3.97343 -1.81030 1.52794
F -2.02063 -0.98377 -1.03782
H 0.25146 4.19646 -4.30690
F -3.38763 -2.72217 -1.67478
H -1.46268 -4.82643 2.80125
P 0.71735 -1.13648 1.55760
O -3.83563 3.59576 -1.52494
C -1.00239 -3.86244 3.02995
O -0.54097 -0.41494 2.27682
O 1.04109 -1.85232 -3.99384
O 0.90998 -2.45784 2.54156
H -0.02571 5.28134 -2.93124
H 2.73476 0.04710 0.33235
C 3.01730 0.11817 1.38573
H 1.33228 2.51509 -4.82087
C 0.89465 1.08496 -1.74860
C 0.91164 -0.26481 -2.19063
H 3.22081 1.16906 1.59593
H -1.82301 0.57093 0.05575
C 0.65554 -2.85640 -3.06740
H -3.83543 1.46258 -0.30920
H -0.32767 -2.64506 -2.63973
F -2.14590 -2.88935 0.25030
O 1.04948 3.90400 -1.17620
N -1.98431 1.45358 0.54605
H -0.72427 -3.84069 4.08626
O -1.67176 3.58436 -0.92900
H 0.62117 -3.78739 -3.62986
O 0.72865 1.29955 -0.49179
C 1.27671 0.43343 -4.47837
C 1.01959 2.11636 -2.73002
H -2.13607 1.24539 1.52216
H 1.38266 -2.94754 -2.25546
F -3.92877 -1.42897 0.15842
C 1.21849 1.74036 -4.07246
H 5.05625 -0.48865 1.04878
H 1.41422 0.15825 -5.51522
H -1.73778 -3.08475 2.82798
H 4.52114 -0.64108 2.73463
H -2.29866 -1.00797 4.11851
H -1.81651 0.23332 5.29621
C -1.86024 -0.01552 4.23320
C 4.21603 -0.75869 1.69335
C 0.67690 4.58507 -3.38572
B -2.88370 -2.01358 -0.57358
C -0.46780 0.02115 3.64103
C 0.93881 3.51981 -2.34246
H -2.52141 0.70290 3.74620
H -0.10541 -3.57338 1.11215
H -0.05334 1.03181 3.65075
C 1.07993 -0.57550 -3.51243
H 1.60371 5.12009 -3.60731
Fe -0.25891 2.82273 0.27509
H 0.20311 -0.63278 4.20340
N -3.13297 2.10607 0.03076

Calculated values
Charge: -2
HOMO level (alpha / beta) (eV): -2.0 / -2.0
E (eV): -156971.3839
Kohn-Sham gap (alpha / beta) (eV): 6.72 / 6.65
2S+1: 6



Record 8
Formula: C2H3IS2
Source: OMol25
Level of theory: ωB97M-V with the def2-TZVPD basis set

Cartesian coordinates (Å):
S -0.75449 -1.93116 -0.35327
S -2.10673 -0.40858 -0.48377
C -0.59063 -0.32521 0.52318
C 0.55402 0.69243 -0.23834
H 0.33327 0.87665 -1.24439
H 0.59100 1.40267 0.62106
I 2.52132 -0.26197 -0.35598
H -0.54777 -0.04482 1.53150

Calculated values
Charge: 0
HOMO level (eV): -8.4
E (eV): -31892.0569
Kohn-Sham gap (eV): 8.54
SMILES: ICC1SS1



Record 9
Formula: C11H7Cl24N2O5PS
Source: OMol25
Level of theory: ωB97M-V with the def2-TZVPD basis set

Cartesian coordinates (Å):
Cl -5.17207 -0.94241 1.72232
C -6.45021 7.01901 1.38911
Cl 8.77692 -2.09761 -6.19449
Cl 11.22640 -0.56387 -6.43996
Cl -2.50464 4.48834 -2.57833
H 3.69208 0.22503 1.25082
Cl 3.78475 -1.64144 -2.28939
Cl -2.51508 5.37427 0.18422
Cl -6.88924 -4.58561 3.15780
C -8.07369 -3.33090 3.57797
H 2.24267 2.00675 0.09376
C 1.70236 1.29798 0.82107
H 2.34084 -3.38857 -1.71318
C -4.14903 -0.37132 0.38723
Cl -5.04697 6.55455 2.37423
S 2.67925 -3.15117 1.95557
O 0.76922 -1.45311 -0.49368
O 2.65895 -1.82941 3.05505
C 9.71800 -0.75013 -5.52152
C 2.57670 0.25501 1.46625
Cl -9.09686 -3.90446 4.91132
Cl -2.96448 -1.62864 -0.03205
P 0.75607 -3.13173 -0.14612
H -0.15691 -1.19185 3.27198
H -1.15286 -4.00723 0.44778
C -0.19643 0.62629 1.86364
Cl 5.75783 -3.21239 -3.72355
C 5.51445 -1.80925 -2.66267
C 0.45611 -0.51791 2.59236
Cl -6.38121 6.17626 -0.17249
Cl -3.29263 1.10361 0.88572
Cl 6.42460 -2.04106 -1.15607
Cl 6.08667 -0.34180 -3.48072
Cl -6.42722 8.77378 1.11678
N 0.32003 1.57201 0.94637
O 1.72263 -4.00333 -1.23427
C 1.95266 -0.77018 2.41294
Cl -0.72841 3.24681 -0.64452
H -1.31681 0.76814 2.07945
Cl -0.24464 5.97143 -1.52075
N -0.75989 -3.60851 -0.41660
O 1.08336 -3.47763 1.50510
Cl -9.08699 -2.97578 2.16372
Cl -7.21999 -1.85588 4.07929
Cl -7.94396 6.57087 2.23883
Cl 10.09788 -1.08549 -3.81928
Cl 8.76889 0.74703 -5.63180
O 3.48952 -2.66216 0.78013
C -1.49741 4.76958 -1.14017
H -0.16793 -1.19886 -0.69244
Cl -5.16327 -0.01706 -1.02674

Calculated values
Charge: 0
HOMO level (eV): -9.3
E (eV): -345395.6640
Kohn-Sham gap (eV): 8.96



Record 10
Formula: C49H44Cl2FINOPRuSb2
Source: OMol25
Level of theory: ωB97M-V with the def2-TZVPD basis set

Cartesian coordinates (Å):
C -5.46805 -0.50313 -1.35509
H -2.85104 -4.90137 -2.87120
C -1.76957 3.58922 1.76502
C -1.79392 -5.13219 -1.03740
C 0.59074 1.12207 -1.54912
C -3.06578 0.86975 -1.39092
H 2.71141 -2.76066 -3.17342
P -2.13270 0.09901 1.02472
C 6.82260 -0.86105 2.26142
C 1.25970 2.85928 -3.65153
O -0.73719 -1.17158 -1.47271
H -0.77084 -6.18241 1.30176
C -4.16278 0.83222 2.65136
H 0.60293 1.47121 4.12119
H 3.45021 0.52430 -2.74237
H 4.14620 1.36028 2.74467
H 0.61759 -2.38369 2.68320
H 7.99198 -1.17454 0.48695
C -4.58472 -0.63434 -0.29513
H -1.47182 -0.23298 3.76319
Cl -2.22501 -6.80065 -0.86771
C -5.15788 0.32167 -2.43089
C -3.36106 0.03449 -0.31848
C 1.64307 2.03686 -1.46031
C -0.06527 1.07542 -2.77850
H -5.86876 3.53996 3.72988
H -6.40822 -1.04136 -1.33715
C -5.08637 2.92860 3.29266
Sb 1.86975 0.00576 2.23676
C 1.25343 0.59937 4.19014
C -2.88431 2.81257 2.16800
C -0.58330 -5.12542 1.15314
C -1.91863 -1.17322 3.45690
C 0.02491 -4.37079 2.11563
C -3.13669 -3.54530 2.71569
H -0.84209 0.33686 -2.94699
H 0.72401 -0.21321 4.68963
C -5.17765 1.57458 3.27137
C -2.23983 -4.42292 -2.11658
H 1.15452 -1.89466 -3.34966
C -1.03309 -4.50065 -0.02815
H 1.26148 -3.34229 -2.32192
H 6.13192 -2.18495 -0.76793
C 5.96600 -1.83524 0.24714
C -2.97255 -2.52905 1.77996
Cl -2.48050 -2.19842 -3.64464
C 7.01851 -1.27357 0.95332
H -2.84585 -4.16310 4.75289
C 3.15925 -1.66345 2.77142
H -4.31440 -0.23547 2.61528
C -3.90696 4.98361 2.80747
H -0.28045 1.88472 -4.76448
H 5.42068 -0.69684 3.87328
C 4.70010 -1.98419 0.81719
C 3.41212 1.44415 1.94537
H 7.64121 -0.43691 2.83092
C 0.24817 1.93548 -3.82134
H -1.74185 -2.04126 5.40973
H -6.03190 1.06046 3.69598
H 3.91833 1.27856 0.99301
N -0.09152 -2.39352 0.76720
C -3.95885 1.01664 -2.44258
C 1.79347 -2.45639 -2.66763
C 4.50288 -1.55248 2.13271
C 3.60084 -2.60280 0.00834
C -2.08154 -2.18578 4.38945
H 2.66828 -2.58101 2.46927
H 2.25137 2.07759 -0.55269
C -1.91562 -3.06448 -2.26589
H -5.85477 0.42519 -3.25330
F 1.56402 3.69489 -4.65308
C -1.74499 4.95314 1.82419
H 4.03860 -3.15923 -0.82538
H 2.78918 3.62919 -2.36383
C -1.14019 -2.40174 -1.33335
H -2.80025 6.75435 2.36921
H 2.14704 0.85564 4.76259
C 0.21950 -2.99618 1.89076
C -2.70299 -3.37365 4.02229
C 1.98043 2.91871 -2.47436
C -3.03401 1.38589 2.07957
C -2.37390 -1.32780 2.14694
H -3.71078 1.67299 -3.27016
H 2.98121 2.44513 1.96033
H -2.13364 1.40670 -1.40284
H 2.98369 -3.31126 0.56540
H 0.33727 -4.80438 3.05761
C -3.95353 3.57049 2.74882
H 4.55274 -0.83880 -2.40761
C 3.87132 -0.10914 -1.96364
C -2.83602 5.67252 2.33332
I 0.02907 2.76433 1.12093
H -4.75195 5.50268 3.24536
H 4.42616 0.50083 -1.25066
H -3.30818 -2.68682 0.76289
H -3.61240 -4.47378 2.41750
H 3.22337 -1.66156 3.86185
Sb 2.31773 -1.21463 -1.03163
C -0.72965 -3.12975 -0.18645
Ru 0.17442 -0.17506 0.02258
C 5.57260 -1.00497 2.84162
H -4.86463 -1.26206 0.54016
H -0.86435 5.49010 1.49198

Calculated values
Charge: +1
HOMO level (alpha / beta) (eV): -10.0 / -10.0
E (eV): -115868.4256
Kohn-Sham gap (alpha / beta) (eV): 7.34 / 6.80
2S+1: 2



Record 11
Formula: C27H43BrN2P2Re
Source: OMol25
Level of theory: ωB97M-V with the def2-TZVPD basis set

Cartesian coordinates (Å):
H -0.71564 0.90144 2.96286
H -0.34321 -0.61587 5.56918
H -1.10526 -3.87286 1.14762
H 0.75081 4.55225 2.05800
H -1.96220 -4.25317 4.11853
H 2.75089 -2.49677 -1.66125
H -2.37925 -2.78389 5.03223
H 3.14374 -3.78784 0.57275
C -0.87012 -0.04050 3.51022
H -2.81034 -2.83158 1.99237
H -3.04539 -0.79626 0.68266
H -5.15173 -0.26422 2.14277
H -0.02098 2.94102 -2.78913
C 2.11011 2.86218 -2.38703
H -2.39557 0.79340 1.18162
C -3.08511 -0.01791 1.46465
C 1.58566 -0.21255 -2.55027
C -2.59506 1.75703 -1.73467
H -2.23786 2.47686 0.28686
C -2.56595 -3.33336 4.09885
H -1.14674 -2.63329 2.59005
N 1.80760 -0.00122 0.48949
H 0.54618 4.12640 -1.58553
H -0.38064 -1.13564 -2.74200
H -0.29376 1.10499 5.26363
C 2.90329 -1.45168 -5.79588
H 0.08074 2.28943 1.78856
C 2.88075 0.17496 0.96257
H -4.99164 0.77435 0.71306
H -2.41034 0.67649 -1.67610
H -0.10947 -0.76103 3.18908
H -1.34062 -2.65564 -0.98476
C 0.64847 2.73983 0.95600
H -0.32764 4.68165 0.65264
C -4.52506 0.50006 1.66536
H 2.29159 1.78274 -2.44367
C 1.99295 -2.69414 -0.90319
C 1.04999 -3.91705 0.99471
C -0.22430 -3.48143 0.64734
H -4.54897 1.38351 2.31582
C -1.79622 2.55493 -0.71424
C 0.79424 -0.59298 -6.19170
C -0.44503 -2.45959 -0.35552
C 0.74914 0.01528 -4.92876
H 1.68324 2.37928 1.06015
C 3.73492 0.13352 2.17094
C 1.80222 -0.24717 -4.00983
H 4.47037 0.94881 2.16108
H 1.46254 4.67906 0.44903
C 2.16634 -3.46725 0.22856
H 3.91936 -0.94115 -3.98741
H 2.86116 3.28752 -1.70252
Re 0.12225 -0.15676 -0.23973
C -0.84449 0.19233 5.02982
C 2.98703 -0.83717 -4.53846
P -2.47171 -0.70736 3.02652
C 0.61933 4.26344 1.01117
Br 1.34318 -4.70429 2.60878
C 0.67866 3.11054 -1.96264
H 2.46860 -0.14006 -1.89419
H -2.37870 2.06935 -2.76341
H -0.11080 0.61757 -4.65562
P -0.00012 2.06438 -0.59711
C 0.43476 -0.91759 -2.03717
N 1.82948 -1.32728 -6.57207
H -3.62249 -3.64020 4.07423
H -0.05195 -0.53135 -6.88406
H 3.11763 0.21142 3.08147
H 4.29834 -0.81065 2.14713
C 0.75062 -1.97887 -1.00002
H 3.68872 -2.12223 -6.17247
C -2.20961 -2.49791 2.85180
H -3.66637 1.90698 -1.55502
H -1.75733 3.61840 -0.96660
H -1.85436 0.30547 5.44329
H 2.26708 3.24089 -3.41142

Calculated values
Charge: +4
HOMO level (alpha / beta) (eV): -17.7 / -18.3
E (eV): -122375.5816
Kohn-Sham gap (alpha / beta) (eV): 2.78 / 3.27
2S+1: 4



Record 12
Formula: C3H4N2O
Source: OMol25
Level of theory: ωB97M-V with the def2-TZVPD basis set

Cartesian coordinates (Å):
H -1.01546 1.67103 1.24464
C 0.00517 0.20914 0.54410
O 0.51447 1.22383 -0.20635
H 0.67792 -1.16895 -2.20040
C 0.36581 -0.99558 0.00631
H -1.81497 0.22692 1.45742
N 0.91392 0.70909 -1.43030
C 0.75338 -0.57632 -1.30223
H 0.50855 -1.98510 0.42854
N -0.90879 0.68593 1.45827

Calculated values
Charge: 0
HOMO level (eV): -8.8
E (eV): -8201.2437
Kohn-Sham gap (eV): 9.60
SMILES: Nc1ccno1